1.
A molecular structure, C11H10ClNSY in a non-equilibrium geometry, computed with ωB97M-V/def2-TZVPD.

The geometry in XYZ format:
```
25
Properties=species:S:1:pos:R:3:lowdin_charge:R:1
C -2.469 -0.970 0.040 -0.2590
C -1.779 -1.161 -1.189 -0.2251
C -1.437 0.128 -1.709 -0.2113
H -1.634 -2.113 -1.702 0.0996
C -1.863 1.107 -0.769 -0.2038
C -2.471 0.428 0.333 -0.2643
H -2.972 0.902 1.171 0.0891
H -2.980 -1.750 0.619 0.1018
H -0.982 0.326 -2.691 0.0996
H -1.833 2.190 -0.919 0.1001
Y -0.033 -0.320 0.589 0.8727
Cl 0.085 -2.663 1.328 -0.1046
C 2.537 0.136 0.394 -0.2627
C 2.027 1.357 -0.158 -0.2233
C 1.531 1.079 -1.475 -0.1940
H 2.103 2.342 0.290 0.0866
C 1.681 -0.322 -1.716 -0.1967
C 2.324 -0.902 -0.571 -0.2416
H 2.632 -1.940 -0.478 0.0837
H 3.084 0.038 1.323 0.0934
H 1.183 1.818 -2.196 0.0911
H 1.429 -0.844 -2.634 0.0896
S -0.141 1.173 2.755 0.4701
C -0.041 0.237 4.145 -0.8867
N 0.019 -0.276 5.221 -0.0043
```

Computed properties:
* gap between HOMO and LUMO: 7.88 eV
* energy above the lowest of the compared OMol25 structures with the same formula, charge and spin: 0.0 kJ/mol
* lowest unoccupied orbital energy: 3.14 eV
* strongest force on any atom: 0.0726 hartree/bohr
* total charge: -1

***

2.
A molecular structure, C9H18OSi in a non-equilibrium geometry, computed with ωB97M-V/def2-TZVPD.

The geometry in XYZ format:
```
29
Properties=species:S:1:pos:R:3:lowdin_charge:R:1
C -1.285 -2.745 0.100 -0.0807
C -0.746 -1.812 -0.592 -0.0911
C -2.903 0.782 -0.306 -0.1523
C -2.260 2.000 0.337 -0.0976
C -1.449 0.945 -0.487 -0.2724
C 2.050 1.714 1.088 -0.1734
C 2.242 -1.615 0.493 -0.1691
C 1.836 0.476 -1.793 -0.1802
C -0.485 -0.026 0.268 -0.4076
O -0.665 -0.018 1.611 -0.0778
Si 1.502 0.168 0.021 0.6717
H -1.303 -3.809 -0.195 0.0624
H -1.591 -2.453 1.181 0.0802
H -0.409 -1.962 -1.571 0.0503
H -3.376 0.085 0.406 0.1067
H -3.518 1.034 -1.234 0.1251
H -2.412 3.097 -0.078 0.1376
H -2.083 1.887 1.359 0.0564
H -1.109 1.250 -1.420 0.0936
H 1.382 2.539 0.675 0.0501
H 1.957 1.500 2.158 0.0225
H 3.066 1.984 0.835 0.0040
H 2.218 -1.921 1.504 -0.0040
H 1.789 -2.471 -0.057 0.0298
H 3.329 -1.499 0.461 0.0136
H 1.961 -0.496 -2.315 0.0379
H 1.000 0.840 -2.250 -0.0256
H 2.881 0.828 -2.026 0.0583
H -1.617 -0.302 1.826 0.1314
```

Computed properties:
* gap between HOMO and LUMO: 9.48 eV
* energy above the lowest of the compared OMol25 structures with the same formula, charge and spin: 375.1 kJ/mol
* lowest unoccupied orbital energy: 0.83 eV
* strongest force on any atom: 0.0955 hartree/bohr

***

3.
2 unconnected molecules or ions with the total composition C21H30N2O8P in a non-equilibrium geometry, computed with ωB97M-V/def2-TZVPD.

The geometry in XYZ format:
```
62
Properties=species:S:1:pos:R:3:lowdin_charge:R:1
C 1.345 -5.973 0.274 -0.1225
C 1.521 -5.654 -1.228 -0.2384
C 0.301 -5.002 -1.891 -0.2483
O 0.361 -3.603 -2.061 -0.1258
C 0.882 -2.895 -0.924 -0.1868
C 0.420 -1.482 -0.921 -0.1734
C 1.221 -0.519 -1.463 -0.0323
C 0.845 0.804 -1.451 -0.2594
C 1.734 1.891 -2.015 -0.1478
C 2.291 2.790 -0.896 -0.1359
C 2.989 1.956 0.170 -0.1469
O 4.228 2.601 0.545 0.0000
C 4.747 2.119 1.682 -0.5230
C 5.878 1.125 1.520 0.0025
O 4.391 2.461 2.806 0.0742
C -0.359 1.135 -0.885 -0.0075
C -1.197 0.194 -0.325 -0.2194
N -2.372 0.593 0.253 0.1280
C -3.091 -0.406 0.788 -0.3579
C -4.382 -0.024 1.463 -0.1574
C -5.646 -0.297 0.617 -0.1695
C -6.646 0.838 0.773 -0.2676
O -6.997 1.069 2.125 -0.1958
C -6.533 2.280 2.678 -0.1368
C -2.718 -1.710 0.740 -0.1654
N -1.576 -2.167 0.179 0.0876
C -0.809 -1.175 -0.340 -0.1995
H 1.490 -7.026 0.491 0.0488
H 2.074 -5.398 0.840 0.0625
H 0.372 -5.640 0.623 0.0621
H 2.425 -5.080 -1.388 0.0966
H 1.678 -6.604 -1.743 0.0858
H -0.616 -5.240 -1.339 0.1149
H 0.210 -5.416 -2.894 0.1039
H 0.582 -3.357 0.016 0.1039
H 1.971 -2.869 -1.008 0.1122
H 2.182 -0.768 -1.896 0.1115
H 1.189 2.489 -2.740 0.1121
H 2.562 1.390 -2.520 0.1054
H 1.425 3.237 -0.417 0.1098
H 2.948 3.578 -1.303 0.0835
H 3.239 0.969 -0.232 0.1117
H 2.361 1.829 1.047 0.1263
H 5.810 0.590 0.577 0.0726
H 6.825 1.657 1.532 0.0814
H 5.842 0.420 2.341 0.0674
H -0.682 2.163 -0.860 0.1137
H -4.443 -0.481 2.448 0.1070
H -4.313 1.051 1.617 0.0916
H -6.118 -1.194 1.014 0.0998
H -5.414 -0.447 -0.433 0.1116
H -6.280 1.725 0.253 0.1159
H -7.566 0.540 0.256 0.1028
H -5.915 2.052 3.548 0.0808
H -7.359 2.895 3.041 0.0695
H -5.913 2.861 2.000 0.0833
H -3.378 -2.446 1.191 0.0837
O 3.686 5.265 -2.149 -0.4231
P 4.401 6.318 -1.256 -0.1732
O 5.754 5.771 -0.741 -0.4341
O 3.492 6.622 -0.041 -0.4164
O 4.653 7.595 -2.093 -0.4602
```

Computed properties:
* gap between HOMO and LUMO: 1.39 eV
* lowest unoccupied orbital energy: 5.32 eV
* strongest force on any atom: 0.0323 hartree/bohr
* total charge: -3